1.
{"formula": "C3H10BNOP2", "method": "ωB97M-V/def2-TZVPD", "species": ["C", "B", "N", "C", "P", "C", "P", "O", "H", "H", "H", "H", "H", "H", "H", "H", "H", "H"], "positions_angstrom": [[0.4278, -1.6539, -2.5326], [0.1730, -0.7662, -1.1905], [-0.7736, 0.1404, -1.0243], [-0.6303, 0.7465, 0.4972], [-0.5729, 2.6205, 0.4484], [0.7793, 0.1744, 0.8627], [0.9393, -0.6979, 2.5541], [1.0822, -0.7770, -0.0827], [-0.2464, -1.4390, -3.3170], [0.5239, -2.8229, -2.3764], [1.4391, -1.3647, -2.7523], [-1.7316, -0.0068, -1.3503], [-1.5088, 0.4324, 1.0287], [0.4217, 2.6241, 1.3130], [-1.5587, 2.8263, 1.5160], [1.4451, 1.0038, 0.7163], [-0.3504, -1.4160, 2.4812], [0.1411, 0.3760, 3.2086]], "forces_ev_per_a": [[0.75, -2.01, 2.87], [3.42, -3.33, -0.63], [-3.50, 3.35, 3.27], [0.11, -0.36, -3.15], [-2.62, -0.30, -0.72], [-1.80, -0.31, 0.52], [-2.03, 1.35, 0.15], [0.17, -1.49, -2.15], [-0.59, 0.21, -0.88], [-0.47, 2.35, -0.13], [0.56, 0.19, -0.74], [0.64, 0.50, 0.06], [-0.05, -0.50, 0.50], [1.93, 0.44, 1.71], [0.58, -0.02, -0.74], [0.83, 0.35, 0.56], [1.07, 0.31, -0.31], [0.99, -0.73, -0.18]], "e_above_lowest_kcal_mol": 8.8, "orbital_gap_ev": 9.854, "spin_multiplicity": 1, "charge": 0}

=====

2.
{"formula": "C3H10BrClGaNPSn", "method": "ωB97M-V/def2-TZVPD", "species": ["C", "C", "C", "Br", "Ga", "Cl", "P", "N", "H", "H", "H", "H", "H", "H", "H", "H", "H", "H", "Sn"], "positions_angstrom": [[-0.0589, -2.1609, -0.5191], [-0.3473, -1.1148, 0.5513], [-1.4982, -0.2156, 0.5018], [-2.6503, -0.3960, 2.0509], [-0.4394, 1.5278, 0.7197], [0.5781, 1.1867, 2.7132], [1.1647, 1.5045, -1.0656], [0.3376, 2.1026, -2.2606], [-0.9443, -2.7776, -0.6688], [0.7845, -2.8200, -0.2789], [0.1787, -1.6601, -1.4594], [-0.4371, -1.6221, 1.5661], [0.5315, -0.3388, 0.5192], [-2.1535, -0.2210, -0.3648], [-1.3406, 2.7789, 0.6185], [2.3545, 2.1684, -0.6808], [1.6330, 0.1888, -1.3948], [0.6927, 2.9729, -2.6316], [1.6143, -1.1038, 2.0836]], "forces_ev_per_a": [[-0.20, 0.19, -0.23], [0.55, -1.68, 0.01], [-0.58, 1.12, 0.42], [-0.11, -0.06, 0.10], [-1.60, 1.45, -1.99], [1.00, -1.14, 0.96], [-0.47, 0.37, -0.37], [0.07, -0.09, 0.35], [0.03, -0.03, 0.02], [-0.05, 0.10, 0.07], [-0.10, -0.06, 0.00], [0.16, -0.02, -0.16], [0.52, -0.98, -0.11], [0.40, -0.24, -0.19], [0.21, 0.27, 0.41], [0.17, -0.27, 0.10], [0.32, 0.05, 0.38], [-0.09, 0.03, -0.21], [-0.24, 0.96, 0.46]], "orbital_gap_ev": 4.065, "spin_multiplicity": 1, "charge": 1}

=====

3.
{"formula": "C3H10Cl2N", "method": "ωB97M-V/def2-TZVPD", "species": ["C", "N", "H", "H", "H", "H", "H", "H", "Cl", "Cl", "C", "C", "H", "H", "H", "H"], "positions_angstrom": [[-0.0495, 1.0534, 1.9230], [-0.7200, -0.1991, 1.4522], [0.9090, 1.1962, 1.3963], [0.1493, 0.9976, 3.0065], [-0.6920, 1.9286, 1.7279], [-0.9097, -0.1513, 0.4307], [-0.1180, -1.0274, 1.6341], [-1.6246, -0.3382, 1.9461], [1.6078, -0.8963, -0.0425], [-1.4104, 0.3692, -0.9309], [1.1358, -0.3120, -1.6544], [-0.3170, -0.5857, -1.9581], [1.3626, 0.7703, -1.7044], [1.7767, -0.8249, -2.3971], [-0.5350, -0.3251, -3.0116], [-0.5651, -1.6554, -1.8177]], "forces_ev_per_a": [[0.26, 0.60, 0.38], [0.50, -1.06, 3.94], [-0.60, -0.24, 0.21], [-0.17, -0.06, -0.53], [0.15, -0.54, 0.02], [0.32, -0.42, 1.14], [-0.61, 0.73, 0.03], [0.71, 0.10, -0.30], [0.68, -0.34, -0.33], [-1.51, 1.43, -3.92], [0.37, 0.58, -0.74], [0.31, -0.98, -1.10], [-0.13, -0.60, 0.09], [-0.41, 0.18, 0.44], [0.05, -0.01, 0.64], [0.07, 0.64, 0.01]], "e_above_lowest_kcal_mol": 18.2, "orbital_gap_ev": 12.185, "spin_multiplicity": 1, "charge": 1}

=====

4.
{"formula": "C3H10FNO5P2S", "method": "ωB97M-V/def2-TZVPD", "species": ["C", "C", "P", "C", "N", "P", "O", "O", "O", "S", "O", "O", "F", "H", "H", "H", "H", "H", "H", "H", "H", "H", "H"], "positions_angstrom": [[1.6307, -2.2567, 0.0141], [1.8637, -0.7321, -0.3956], [0.7754, 0.4650, 0.5313], [1.6545, 2.1293, 0.3583], [-0.8066, 0.7426, -0.2765], [-2.0096, 0.6512, 1.0107], [-1.6082, 1.6491, 2.0771], [-3.5374, 1.0395, 0.5175], [-1.8889, -0.8682, 1.6584], [-1.1475, -0.2985, -1.5756], [-2.5303, 0.0324, -2.0161], [-0.2314, -0.0991, -2.7287], [-1.2131, -1.8581, -1.0983], [2.4157, -2.5719, 0.7261], [1.6305, -2.8445, -0.9268], [0.6593, -2.3567, 0.5523], [1.8900, -0.5989, -1.5028], [2.9072, -0.5047, -0.0635], [2.7369, 1.9866, 0.1308], [1.2227, 2.6629, -0.5198], [1.5355, 2.7601, 1.2579], [-3.4489, 1.7454, -0.1413], [-2.5000, -0.8748, 2.4104]], "forces_ev_per_a": [[-0.53, 1.08, -0.15], [0.44, -0.57, -0.71], [2.22, 0.43, 2.21], [-0.28, -0.09, -1.23], [-1.00, -3.03, -0.97], [0.19, 2.51, 4.07], [-0.47, -1.68, -2.35], [2.36, -1.51, -0.06], [-1.07, 1.67, -1.95], [-3.07, 2.55, -5.91], [2.68, -1.33, 2.24], [-0.70, -1.34, 3.98], [0.73, 2.18, -0.16], [-0.35, 0.02, -0.59], [0.01, 0.04, 0.88], [0.66, -0.15, -0.55], [-0.18, -0.13, 0.79], [-0.92, 0.39, -0.05], [-0.79, -0.07, 0.31], [0.30, -0.19, 0.60], [-0.09, -0.57, -0.41], [-0.25, -0.06, -0.12], [0.11, -0.15, 0.14]], "orbital_gap_ev": 8.857, "spin_multiplicity": 1, "charge": 0}

=====

5.
{"formula": "C3H10FNP", "method": "ωB97M-V/def2-TZVPD", "species": ["C", "C", "C", "N", "F", "P", "H", "H", "H", "H", "H", "H", "H", "H", "H", "H"], "positions_angstrom": [[-0.5070, 0.5845, 3.1268], [-1.5397, 0.0125, -0.6085], [1.4552, -0.5393, -0.8467], [1.0762, -0.6927, -2.1704], [0.3780, 1.8417, -0.3680], [0.0680, 0.3702, 0.1340], [0.0775, -0.2205, 3.1257], [-0.1590, 1.5437, 2.9024], [-2.3412, 0.1818, 0.1253], [-1.6104, 0.5280, -1.5369], [-1.5966, -1.0644, -0.7863], [1.7285, -1.3545, -0.1894], [2.2776, 0.2626, -0.8271], [1.7213, -0.4044, -2.8999], [0.6198, -1.5508, -2.4963], [-1.6483, 0.5015, 3.3153]], "forces_ev_per_a": [[-4.92, 1.77, -1.36], [0.14, -0.98, 1.23], [1.15, 1.99, 1.00], [-0.67, -1.14, -1.60], [-0.33, -0.16, 0.37], [-0.15, 0.48, 0.12], [2.39, -3.06, 0.54], [0.79, 1.29, 0.17], [0.23, 0.50, -0.48], [-0.37, 0.53, -0.65], [0.20, -0.07, -0.16], [0.19, -0.61, -0.37], [-1.04, -1.25, 0.37], [-0.07, 0.32, 0.50], [0.22, 0.42, 0.69], [2.24, -0.05, -0.36]], "e_above_lowest_kcal_mol": 69.3, "orbital_gap_ev": [8.379, 6.233], "spin_multiplicity": 1, "charge": 1}

=====

6.
{"formula": "C3H10IN2O", "method": "ωB97M-V/def2-TZVPD", "species": ["C", "C", "C", "N", "N", "O", "I", "H", "H", "H", "H", "H", "H", "H", "H", "H", "H"], "positions_angstrom": [[-0.9709, -1.8627, 1.7065], [0.6764, -0.8285, 0.3945], [-0.7679, 1.6026, -0.8755], [0.2532, -1.1418, 1.5437], [-1.3084, 0.9079, -1.8737], [-0.0091, 1.1358, -0.0585], [3.5900, 1.8237, -1.7165], [-0.9094, -2.7289, 2.3727], [-1.7554, -1.0676, 2.1062], [-1.3521, -2.0379, 0.7194], [0.1786, -1.0888, -0.4706], [1.7684, -0.4574, 0.1768], [-0.8066, 2.7252, -1.1436], [-1.4630, -0.1279, -1.8185], [0.8728, -0.9337, 2.2945], [-1.9799, 1.1546, -2.5680], [3.9832, 2.9254, -0.7894]], "forces_ev_per_a": [[-2.86, 2.47, 1.50], [4.07, 1.52, -0.77], [0.70, 2.43, -2.80], [0.86, -0.63, -0.29], [-1.42, -3.69, -0.34], [0.07, 0.01, 1.55], [-0.81, -2.26, -1.88], [0.09, 0.27, -0.37], [1.44, -1.85, -0.27], [-0.06, -0.82, -0.35], [-1.12, -0.90, -1.35], [-2.35, -0.46, 0.95], [-0.23, -1.26, 1.15], [0.94, 1.25, 0.51], [0.10, 0.07, 0.98], [-0.18, 1.65, -0.12], [0.77, 2.21, 1.89]], "e_above_lowest_kcal_mol": 26.2, "orbital_gap_ev": 9.323, "spin_multiplicity": 1, "charge": 1}

=====

7.
{"formula": "C3H10INP", "method": "ωB97M-V/def2-TZVPD", "species": ["C", "N", "C", "C", "P", "I", "H", "H", "H", "H", "H", "H", "H", "H", "H", "H"], "positions_angstrom": [[1.7988, 0.4492, 0.0427], [0.5818, -0.3047, 0.2850], [-0.1907, 0.0981, 1.5418], [-0.4270, -0.0897, -1.1665], [-1.8759, -1.1843, -1.0082], [-3.4017, 0.0980, 0.3800], [1.7646, 1.5664, 0.3073], [2.6655, 0.1163, 0.7247], [2.0051, 0.2554, -0.9838], [0.7709, -1.2444, 0.2553], [-0.3447, 1.1625, 1.4037], [-1.1270, -0.4218, 1.5800], [0.4980, -0.2152, 2.3015], [0.2554, -0.5689, -2.0506], [-0.6159, 0.8906, -1.3472], [-2.3572, -0.6074, -2.2657]], "forces_ev_per_a": [[2.26, 1.35, 2.10], [-3.74, 3.98, -2.25], [1.46, -0.41, -1.66], [3.52, -4.73, 0.69], [-0.85, 0.10, -1.01], [-0.44, 0.15, -0.18], [-0.70, -1.65, -0.77], [-1.36, -0.02, -1.11], [0.85, 0.34, -0.64], [0.50, -2.99, 0.10], [-0.01, 0.08, 0.59], [-0.11, -0.29, 0.20], [-0.03, 0.39, 0.97], [-1.49, 1.22, 2.21], [-0.11, 3.11, 0.03], [0.24, -0.63, 0.73]], "e_above_lowest_kcal_mol": 12.4, "orbital_gap_ev": 9.511, "spin_multiplicity": 1, "charge": 1}

=====

8.
{"formula": "C3H10INSSi", "method": "ωB97M-V/def2-TZVPD", "species": ["C", "C", "C", "N", "S", "H", "H", "H", "H", "H", "H", "H", "Si", "I", "H", "H", "H"], "positions_angstrom": [[-2.3610, -1.2674, -1.2824], [-1.0597, -0.7680, -0.6287], [0.2914, -1.4570, -0.8244], [-1.3700, -0.8060, 0.8018], [-0.7149, -0.0357, 1.9386], [-2.3902, -0.6793, -2.2066], [-2.4242, -2.3516, -1.5242], [-3.1309, -0.9699, -0.5306], [-0.8073, 0.3116, -0.8465], [0.1185, -2.5387, -0.8532], [0.9006, -1.0064, -0.0378], [0.7006, -1.0743, -1.7681], [2.3142, 2.4179, 1.5004], [2.6780, 4.5650, 2.4517], [2.1258, 1.2996, 2.3711], [1.3975, 2.2409, 0.3380], [3.7318, 2.1194, 1.1012]], "forces_ev_per_a": [[0.65, 0.70, -0.17], [0.36, 1.23, 1.15], [-0.82, 0.51, -0.77], [-0.82, -1.37, 0.01], [0.65, 0.80, 0.37], [-0.78, -0.33, -0.03], [0.26, 0.73, 0.40], [0.16, -0.36, -1.17], [-0.78, -0.74, -0.17], [0.73, 0.19, 0.33], [0.36, -0.85, 0.02], [-0.02, -0.54, 0.03], [1.39, -0.98, -1.34], [-0.38, 0.70, 0.38], [-0.59, -0.30, 1.01], [0.09, 0.50, 0.30], [-0.44, 0.12, -0.35]], "e_above_lowest_kcal_mol": 26.4, "orbital_gap_ev": [7.180, 7.159], "spin_multiplicity": 1, "charge": 0}